No. 1
The following is a quantum chemistry calculation of an isolated molecule of C16H24N2O4, from the OMol25 dataset.

Output
ΔE to the lowest compared entry with this formula, charge and spin in kcal/mol: 0.0
Maximum force in eV/A: 0.6
Highest occupied orbital energy in eV: -8.893
Kohn-Sham gap in eV: 9.75

Structure (ORCA input):
```
! wB97M-V def2-TZVPD RIJCOSX def2/J DEFGRID3
* xyz 0 1
C -2.9460 -4.5621 -0.8565
C -2.1654 -3.2572 -0.9605
C -1.6539 -2.8007 0.4047
C -0.7922 -1.5410 0.3288
N -1.5716 -0.3800 -0.0289
C -1.4147 0.8155 0.5664
O -0.7267 1.0406 1.5346
O -2.2085 1.7309 -0.0418
C -2.0862 3.0880 0.3775
C -3.4633 3.7304 0.2785
C -1.0628 3.8020 -0.5292
N 0.3070 3.5630 -0.1488
C 0.9706 2.4341 -0.5024
O 0.5823 1.6037 -1.2828
O 2.1873 2.4336 0.0948
C 2.9531 1.2745 -0.0008
C 4.1832 1.3301 -0.6359
C 4.9660 0.1898 -0.6737
C 4.5224 -0.9836 -0.0909
C 3.2897 -1.0393 0.5490
C 2.8111 -2.3148 1.1738
C 2.5054 0.1049 0.5909
H -3.8030 -4.4418 -0.1976
H -2.3161 -5.3535 -0.4559
H -3.3061 -4.8724 -1.8344
H -2.8127 -2.4894 -1.3880
H -1.3175 -3.3936 -1.6356
H -1.0522 -3.5990 0.8442
H -2.5002 -2.6144 1.0684
H -0.3593 -1.3280 1.3083
H 0.0210 -1.6828 -0.3932
H -2.0450 -0.3791 -0.9176
H -1.7255 3.0964 1.4155
H -3.4272 4.7512 0.6475
H -3.7948 3.7328 -0.7563
H -4.1776 3.1649 0.8706
H -1.2403 4.8788 -0.5111
H -1.1912 3.4261 -1.5476
H 0.6704 4.0563 0.6517
H 4.5130 2.2539 -1.0847
H 5.9278 0.2183 -1.1640
H 5.1419 -1.8681 -0.1286
H 2.3128 -2.9326 0.4263
H 3.6461 -2.8841 1.5763
H 2.1022 -2.1117 1.9719
H 1.5468 0.1095 1.0874
*
```

No. 2
The following is a quantum chemistry calculation of an isolated molecule of C16H24N2O4S, from the OMol25 dataset.

Output
ΔE to the lowest compared entry with this formula, charge and spin in kcal/mol: 5.7
Maximum force in eV/A: 1.0
Highest occupied orbital energy in eV: -8.300
Kohn-Sham gap in eV: 8.77

Structure (ORCA input):
```
! wB97M-V def2-TZVPD RIJCOSX def2/J DEFGRID3
* xyz 0 1
C 0.2253 5.0393 1.1173
C 0.1984 3.7400 1.8896
S 0.2163 2.3798 0.6767
O -0.9803 2.4490 -0.1017
O 1.4818 2.4067 -0.0087
N 0.1965 0.9733 1.5289
C -1.0394 0.3863 1.9814
C -0.9131 -1.1364 1.9380
C 0.3028 -1.5939 2.7426
C 1.5731 -0.9002 2.2261
C 1.8763 -1.4691 0.8313
O 2.0272 -2.6674 0.6892
N 1.9831 -0.5934 -0.1836
C 2.0135 -1.0760 -1.5515
C 0.6520 -1.5663 -1.9859
C 0.5085 -2.7982 -2.6130
C -0.7478 -3.2501 -2.9660
C -1.8789 -2.4997 -2.6890
C -1.7445 -1.2690 -2.0568
O -2.7792 -0.4509 -1.7137
C -4.0849 -0.8361 -2.0611
C -0.4731 -0.8041 -1.7196
C 1.3659 0.6126 2.2927
H -0.6366 5.0835 0.4561
H 1.1258 5.0802 0.5094
H 0.2071 5.8972 1.7866
H -0.7130 3.6194 2.4679
H 1.0745 3.6123 2.5185
H -1.2698 0.7150 3.0076
H -1.8199 0.7353 1.3050
H -1.8221 -1.5862 2.3394
H -0.8002 -1.4538 0.9005
H 0.1607 -1.3541 3.7997
H 0.4276 -2.6725 2.6445
H 2.4155 -1.1774 2.8688
H 1.7654 0.3843 -0.0641
H 2.7301 -1.8996 -1.6082
H 2.3499 -0.2548 -2.1885
H 1.3790 -3.4032 -2.8140
H -0.8580 -4.2073 -3.4542
H -2.8483 -2.8844 -2.9645
H -4.3769 -1.7686 -1.5654
H -4.7308 -0.0294 -1.7177
H -4.1978 -0.9515 -3.1442
H -0.4005 0.1637 -1.2456
H 1.2395 0.9064 3.3477
H 2.2170 1.1569 1.8807
*
```

No. 3
The following is a quantum chemistry calculation of an isolated molecule of C16H24N2O6S, from the OMol25 dataset.

Output
ΔE to the lowest compared entry with this formula, charge and spin in kcal/mol: 0.0
Maximum force in eV/A: 1.0
Highest occupied orbital energy in eV: -8.644
Kohn-Sham gap in eV: 9.24

Structure (ORCA input):
```
! wB97M-V def2-TZVPD RIJCOSX def2/J DEFGRID3
* xyz 0 1
C 2.1158 -0.6321 3.7030
O 1.0669 0.2862 3.4853
C 0.0528 -0.0831 2.6735
C -0.1388 -1.3615 2.1702
C -1.1973 -1.6282 1.3115
C -2.0521 -0.6087 0.9602
S -3.3156 -0.9319 -0.2513
O -4.1090 -2.0627 0.1241
O -3.9762 0.3022 -0.5764
N -2.3340 -1.4494 -1.5100
C -1.7159 -0.4113 -2.3125
C -2.5130 -0.0690 -3.5644
C -0.2706 -0.8255 -2.6522
O 0.2140 -0.7086 -3.7576
N 0.3892 -1.3143 -1.5871
C 1.7595 -1.7604 -1.6221
C 2.7151 -0.7264 -0.9955
C 2.8589 0.5399 -1.8574
C 2.7858 1.6712 -0.8341
C 1.8746 1.0545 0.2225
O 2.2434 -0.3117 0.2850
C -1.8979 0.6739 1.4596
C -0.8560 0.9512 2.3285
O -0.5978 2.1634 2.8748
C -1.4834 3.2230 2.5940
H 2.5518 -0.9539 2.7528
H 2.8593 -0.0911 4.2858
H 1.7766 -1.5026 4.2729
H 0.5394 -2.1557 2.4326
H -1.3696 -2.6190 0.9230
H -2.7732 -2.1775 -2.0527
H -1.6606 0.4717 -1.6629
H -3.4966 0.2951 -3.2784
H -1.9921 0.6942 -4.1358
H -2.6178 -0.9518 -4.1916
H -0.0826 -1.3458 -0.6943
H 1.8353 -2.7038 -1.0752
H 2.0367 -1.9169 -2.6669
H 3.6868 -1.2130 -0.8364
H 3.7895 0.5388 -2.4198
H 2.0291 0.6042 -2.5601
H 2.3832 2.5934 -1.2448
H 3.7701 1.8678 -0.4077
H 1.9999 1.4807 1.2185
H 0.8197 1.1475 -0.0768
H -2.6038 1.4226 1.1408
H -1.1055 4.0750 3.1565
H -1.4928 3.4673 1.5273
H -2.5013 2.9924 2.9217
*
```

No. 4
The following is a quantum chemistry calculation of an isolated molecule of C16H24N4O5S at a distorted geometry, from the OMol25 dataset.

Output
ΔE to the lowest compared entry with this formula, charge and spin in kcal/mol: 0.0
Maximum force in eV/A: 1.0
Highest occupied orbital energy in eV: -9.131
Kohn-Sham gap in eV: 9.68

Structure (ORCA input):
```
! wB97M-V def2-TZVPD RIJCOSX def2/J DEFGRID3
* xyz 0 1
C -3.4516 -2.6056 -1.0288
C -3.8925 -1.1637 -1.2681
C -5.4146 -1.0596 -1.2539
C -3.2956 -0.2231 -0.2018
N -3.6842 1.1480 -0.4553
C -3.9590 1.9649 0.6143
N -4.0181 3.2932 0.3018
O -4.1516 1.5453 1.7361
C -1.7667 -0.3029 -0.2323
O -1.1227 0.3018 -1.0607
N -1.2361 -1.0919 0.7441
C 0.1066 -1.3984 0.9662
C 0.4589 -1.9968 2.1773
C 1.7742 -2.3270 2.4461
C 2.7636 -2.0594 1.5124
C 2.4031 -1.4796 0.3124
S 3.6790 -1.0451 -0.8711
O 3.1430 -1.1054 -2.1961
O 4.8664 -1.7858 -0.5640
N 4.0098 0.5555 -0.5451
C 4.6384 0.8253 0.7266
C 5.2099 2.2450 0.6812
O 4.2039 3.1845 0.3819
C 3.5999 2.9067 -0.8614
C 2.9738 1.5098 -0.8673
C 1.0974 -1.1454 0.0198
H -2.3729 -2.7095 -1.1178
H -3.9149 -3.2587 -1.7642
H -3.7576 -2.9401 -0.0393
H -3.5184 -0.8365 -2.2439
H -5.8412 -1.6699 -2.0458
H -5.7281 -0.0298 -1.4001
H -5.8073 -1.4046 -0.3002
H -3.6904 -0.4751 0.7876
H -3.2331 1.5582 -1.2613
H -4.0604 3.5979 -0.6542
H -4.4016 3.9048 1.0014
H -1.8761 -1.4425 1.4438
H -0.3083 -2.2030 2.9099
H 2.0283 -2.7912 3.3866
H 3.7979 -2.3081 1.6845
H 5.4280 0.0874 0.8645
H 3.9111 0.7503 1.5511
H 5.6161 2.5310 1.6526
H 6.0020 2.2883 -0.0799
H 2.8373 3.6728 -1.0077
H 4.3494 2.9697 -1.6632
H 2.5864 1.2556 -1.8530
H 2.1578 1.4740 -0.1289
H 0.8609 -0.7117 -0.9366
*
```

No. 5
The following is a quantum chemistry calculation of a 2-piece molecular cluster, C16H24N6O7S overall at a distorted geometry, from the OMol25 dataset.

Output
Maximum force in eV/A: 2.3
Highest occupied orbital energy in eV: -9.031
Kohn-Sham gap in eV: 8.95

Structure (ORCA input):
```
! wB97M-V def2-TZVPD RIJCOSX def2/J DEFGRID3
* xyz 0 1
N -1.8709 -0.1162 0.9293
C -1.0206 1.0597 0.6235
C -0.8722 1.4116 -0.8935
O -1.3129 0.6330 -1.7304
O -0.2334 2.5615 -1.2279
C -1.5837 2.2779 1.3849
C -0.3936 3.0370 1.9942
S -0.8234 3.6784 3.6608
C 0.5933 4.6699 3.9798
N 1.1373 5.5485 3.0506
C 2.1368 6.0932 3.6820
N 2.2022 5.5517 4.9444
N 1.2178 4.6454 5.1318
C 0.7460 2.0269 2.0599
C 0.4675 0.6874 2.7524
C 1.6273 -0.0979 3.3519
O 1.4020 -0.7795 4.3338
O 2.8417 -0.0192 2.7643
C 0.3667 0.8257 1.2268
H -1.8512 -0.3377 1.9252
H -1.5973 -0.9265 0.3730
H -0.2791 2.6226 -2.1935
H -2.2552 1.9414 2.1815
H -2.1670 2.9325 0.7294
H -0.1093 3.8681 1.3386
H 2.8086 6.8444 3.2760
H 2.8984 5.8086 5.6429
H 1.7764 2.3980 2.0107
H -0.4542 0.6042 3.3344
H 3.4103 -0.5904 3.3038
H 1.1421 0.3661 0.6034
C -3.8012 -2.2987 -2.7539
N -2.3748 -2.0135 -2.6044
C -1.3929 -2.8680 -2.9220
O -1.6242 -3.9678 -3.4128
C 0.0465 -2.3620 -2.7322
C 0.7580 -2.1963 -4.0806
O 1.9615 -1.4690 -3.9144
N 0.8809 -3.0702 -1.7370
C 1.2297 -4.3503 -1.5900
C 0.8010 -5.4375 -2.5530
O 1.9345 -4.6535 -0.6396
H -3.9733 -2.8967 -3.6520
H -4.3618 -1.3662 -2.8343
H -4.1590 -2.8577 -1.8878
H -2.1155 -1.0980 -2.2531
H -0.0476 -1.3534 -2.3430
H 0.9796 -3.1709 -4.5121
H 0.1071 -1.6546 -4.7689
H 1.7775 -0.5297 -3.9790
H 1.3204 -2.4864 -1.0450
H 0.8709 -5.0955 -3.5800
H 1.4533 -6.2987 -2.4211
H -0.2212 -5.7314 -2.3276
*
```

No. 6
The following is a quantum chemistry calculation of a 8-piece molecular cluster, C16H24N8 overall at a distorted geometry, from the OMol25 dataset.

Output
ΔE to the lowest compared entry with this formula, charge and spin in kcal/mol: 29.5
Maximum force in eV/A: 4.7
Highest occupied orbital energy in eV: -10.892
Kohn-Sham gap in eV: 11.04

Structure (ORCA input):
```
! wB97M-V def2-TZVPD RIJCOSX def2/J DEFGRID3
* xyz 0 1
C 4.6318 -1.9335 -0.9311
C 3.8333 -2.1505 -2.1373
N 3.2084 -2.2652 -3.0853
H 4.5207 -0.8864 -0.6493
H 5.7105 -2.0096 -1.0682
H 4.2803 -2.4021 -0.0119
C 4.1399 1.7281 0.5348
C 5.0226 2.1515 1.6426
N 5.7080 2.4748 2.4955
H 3.8612 0.7127 0.8167
H 4.5717 1.7034 -0.4656
H 3.2159 2.3059 0.5124
C -2.4734 -2.3787 -0.1191
C -3.7691 -1.8368 0.2210
N -4.8452 -1.4651 0.4209
H -1.7191 -1.6005 -0.2357
H -2.6131 -2.9513 -1.0360
H -1.9879 -3.0507 0.5886
C -4.4268 1.7318 1.4409
C -3.0894 1.1985 1.6815
N -2.0515 0.7464 1.9450
H -4.5877 2.8039 1.3279
H -5.0068 1.5319 2.3418
H -4.8808 1.2165 0.5944
C -0.1614 0.9018 -0.8160
C 0.9611 0.0275 -0.4530
N 1.8758 -0.6568 -0.1244
H -1.0547 0.4620 -0.3725
H -0.3968 0.8884 -1.8802
H 0.0644 1.9279 -0.5259
C -3.3743 -2.4604 -4.5536
C -2.5215 -1.6365 -3.6886
N -1.8764 -1.0216 -2.9969
H -2.7980 -3.3448 -4.8253
H -3.6746 -1.8980 -5.4377
H -4.2578 -2.8293 -4.0326
C 1.2283 -1.9244 2.4186
C 2.5568 -1.4470 2.9199
N 3.5977 -1.0564 3.2792
H 0.4208 -1.1931 2.3845
H 0.9479 -2.5726 3.2488
H 1.3198 -2.4565 1.4717
C -1.1218 4.2452 1.0618
C 0.1954 3.9630 1.5195
N 1.2740 3.7506 1.8903
H -1.4603 5.2098 1.4401
H -1.8120 3.4280 1.2716
H -1.1861 4.3181 -0.0238
*
```

No. 7
The following is a quantum chemistry calculation of an isolated ion of composition C16H24NO4 and charge +1, from the OMol25 dataset.

Output
ΔE to the lowest compared entry with this formula, charge and spin in kcal/mol: 41.0
Maximum force in eV/A: 0.8
Highest occupied orbital energy in eV: -11.146
Kohn-Sham gap in eV: 8.13

Structure (ORCA input):
```
! wB97M-V def2-TZVPD RIJCOSX def2/J DEFGRID3
* xyz 1 1
C -1.8164 -3.3216 -0.1754
O -2.5506 -2.1290 -0.0360
C -1.9015 -0.9427 0.1107
C -0.5216 -0.8535 0.2547
C 0.0918 0.3815 0.4495
C 1.5866 0.5186 0.6133
N 2.0490 -0.4925 1.6355
C 3.5261 -0.7062 1.7132
C 4.2799 0.4413 1.0596
C 3.8925 0.5738 -0.4070
O 4.6935 0.7759 -1.2703
C 2.3958 0.4028 -0.6944
C 1.9637 1.5373 -1.6329
C 2.2153 -0.9349 -1.4218
C -0.6922 1.5151 0.5099
C -2.0789 1.4622 0.3488
O -2.6657 2.6697 0.4387
C -4.0416 2.8852 0.1788
C -2.7058 0.2182 0.1396
O -4.0603 0.2093 0.0370
C -4.7365 -0.7606 -0.7440
H -1.1332 -3.2813 -1.0295
H -1.2623 -3.5651 0.7373
H -2.5592 -4.0971 -0.3521
H 0.0557 -1.7646 0.2091
H 1.7865 1.5110 1.0284
H 1.6814 -0.1863 2.5410
H 1.5662 -1.3700 1.4044
H 3.7792 -1.6330 1.1953
H 3.8210 -0.8099 2.7585
H 4.0802 1.3887 1.5645
H 5.3534 0.2604 1.1222
H 0.9259 1.4128 -1.9270
H 2.5892 1.5260 -2.5207
H 2.0764 2.5056 -1.1517
H 1.1893 -1.0392 -1.7628
H 2.8625 -0.9462 -2.2951
H 2.4805 -1.7908 -0.8037
H -0.2599 2.4905 0.6610
H -4.1802 3.9577 0.3094
H -4.6750 2.3438 0.8813
H -4.3042 2.6080 -0.8433
H -4.8436 -1.7052 -0.2099
H -5.7220 -0.3337 -0.9279
H -4.2309 -0.9321 -1.6960
*
```

No. 8
The following is a quantum chemistry calculation of an isolated molecule of C16H24O3Si at a distorted geometry, from the OMol25 dataset.

Output
Maximum force in eV/A: 2.7
Highest occupied orbital energy in eV: -9.795
Kohn-Sham gap in eV: 10.64

Structure (ORCA input):
```
! wB97M-V def2-TZVPD RIJCOSX def2/J DEFGRID3
* xyz 0 1
C -1.7121 0.1541 3.1837
C -1.1458 -0.6417 2.5103
C -0.3502 -1.5744 1.7320
C -1.1059 -2.9228 1.5363
C 1.0143 -1.9120 2.4137
O -0.1014 -0.9660 0.4437
Si -0.8174 0.4434 -0.0731
C -2.6817 0.4488 0.0869
O -0.5452 0.6698 -1.7085
C -0.2540 -0.5194 -2.5053
C 1.1271 -1.0051 -2.1538
C -0.3238 -0.0720 -3.9682
C -1.2386 -1.5545 -2.3732
C -2.0325 -2.4688 -2.3929
O -0.2252 1.7281 0.8196
C 1.1483 2.2713 0.6490
C 1.4441 3.3243 1.7128
C 1.1628 2.9736 -0.6882
C 2.2137 1.2989 0.7053
C 3.1262 0.5379 0.9116
H -2.2401 0.7625 3.8586
H -1.9976 -2.7560 0.9451
H -0.4822 -3.5774 0.9163
H -1.4335 -3.4147 2.4570
H 1.6010 -1.0635 2.7454
H 0.7510 -2.5018 3.3093
H 1.6515 -2.5200 1.7668
H -3.1599 -0.2638 -0.5624
H -3.0432 1.4183 -0.1586
H -2.8548 0.2212 1.1460
H 1.2003 -1.3478 -1.1125
H 1.8763 -0.2539 -2.2813
H 1.4471 -1.8084 -2.7683
H -1.3130 0.4066 -4.1147
H -0.2041 -0.8911 -4.6479
H 0.3960 0.6887 -4.1395
H -2.8018 -3.2251 -2.3133
H 1.5642 2.8833 2.7063
H 0.6561 4.0852 1.7469
H 2.4282 3.8102 1.5297
H 0.3298 3.6862 -0.6847
H 0.9677 2.2208 -1.4488
H 2.1484 3.4588 -0.8689
H 3.8097 -0.2318 1.1319
*
```